No. 1
The following is a DFT calculation (ωB97M-V/def2-TZVPD) of a cluster of 18 separate species, C49H71N18O3S in total.

Output
Strongest force on any atom ... 10.71 eV Å⁻¹
Charge ... +1
Orbital gap ... 7.2 eV
Calculated total energy ... -95723.8918 eV

Positions of all 142 atoms, in Å:
C  1.6277  -0.4220  4.6753
C  0.8040  -0.7064  3.4706
S  1.2291  -2.0321  2.1607
C  0.3257  -1.5386  0.5495
C  -1.2022  -1.0839  0.7831
C  -1.6770  0.3895  0.3420
C  -0.6123  1.3659  -0.3969
N  0.5970  1.7426  0.4285
C  0.3544  2.9279  1.3347
C  1.6595  3.9500  1.5496
O  -0.8293  3.1340  1.9758
O  2.9254  -2.0954  1.9034
C  3.4564  -0.8183  1.4069
O  3.7067  0.1695  2.2922
C  3.8458  -0.4849  -0.1712
C  3.4663  -1.5602  -1.3620
C  3.8656  -1.1440  -2.9260
C  4.5990  0.2861  -3.3005
C  4.9848  1.3046  -2.0515
C  4.6349  0.9568  -0.4809
H  2.0495  -1.2539  5.3815
H  1.8783  0.7177  4.9252
H  -0.2032  -0.1059  3.3318
H  0.3078  -2.5474  -0.0895
H  1.0389  -0.8158  -0.0181
H  -1.9064  -1.8733  0.2291
H  -1.4645  -1.2212  1.9397
H  -2.6151  0.2672  -0.3866
H  -2.1088  0.9623  1.2921
H  -1.1686  2.3545  -0.7671
H  -0.2640  0.8298  -1.4038
H  1.3911  1.8853  -0.2328
H  1.2411  5.0224  1.7624
H  2.3971  3.5568  2.3749
H  2.2719  3.9485  0.5248
H  2.9378  -2.5813  -1.1115
H  3.5870  -1.9153  -3.7881
H  4.8493  0.5965  -4.4139
H  5.5330  2.3357  -2.2900
H  4.9228  1.7166  0.3793
C  2.2266  6.9479  -0.9616
C  1.5340  5.7490  -1.5886
N  0.9593  4.7544  -2.1088
H  3.1365  6.6260  -0.4476
H  2.4927  7.6721  -1.7365
H  1.5605  7.4277  -0.2394
C  6.4223  2.9889  -6.4743
C  6.6018  3.2298  -4.9843
N  6.7506  3.4297  -3.7482
H  5.9630  2.0107  -6.6411
H  5.7784  3.7623  -6.9021
H  7.3935  3.0165  -6.9760
C  -3.6539  -4.0432  -2.4932
C  -2.9695  -2.6962  -2.3268
N  -2.4019  -1.5787  -2.1888
H  -3.0749  -4.6740  -3.1734
H  -3.7329  -4.5435  -1.5240
H  -4.6573  -3.9033  -2.9045
C  2.5413  4.4564  -5.0149
C  3.6914  5.0016  -5.8459
N  4.6455  5.4538  -6.5353
H  2.0800  5.2650  -4.4413
H  1.7879  4.0092  -5.6692
H  2.9099  3.6941  -4.3230
C  -4.6156  -0.7099  3.3514
C  -5.3083  -1.9089  2.7243
N  -5.8830  -2.9035  2.2042
H  -3.7057  -1.0319  3.8653
H  -4.3496  0.0143  2.5764
H  -5.2818  -0.2301  4.0736
C  8.2587  -0.6756  -2.6485
C  7.5661  -1.8745  -3.2756
N  6.9914  -2.8691  -3.7958
H  9.1686  -0.9975  -2.1346
H  8.5248  0.0486  -3.4235
H  7.5926  -0.1958  -1.9263
C  -2.1651  -8.0935  -3.2891
C  -3.0759  -7.2655  -2.3973
N  -3.8315  -6.5786  -1.6575
H  -2.2598  -7.7636  -4.3274
H  -1.1253  -7.9761  -2.9716
H  -2.4401  -9.1498  -3.2246
C  -7.4304  -5.3741  4.1712
C  -7.8674  -5.5450  5.6170
N  -8.2299  -5.6868  6.8164
H  -7.3110  -6.3535  3.6997
H  -8.1821  -4.8027  3.6196
H  -6.4769  -4.8406  4.1305
C  -6.9925  1.6602  1.3111
C  -6.8131  1.9011  2.8012
N  -6.6642  2.1010  4.0372
H  -7.4519  0.6820  1.1444
H  -7.6365  2.4336  0.8833
H  -6.0213  1.6878  0.8094
C  9.5118  5.7755  -8.0990
C  8.8191  4.5765  -8.7260
N  8.2445  3.5819  -9.2462
H  10.4217  5.4535  -7.5851
H  9.7779  6.4997  -8.8739
H  8.8456  6.2553  -7.3768
C  5.1663  0.0886  7.5340
C  4.0310  -0.9074  7.3625
N  3.0892  -1.7337  7.2203
H  5.3467  0.6140  6.5921
H  4.9079  0.8193  8.3055
H  6.0796  -0.4345  7.8306
C  -5.1067  0.2803  -2.5809
C  -6.0329  1.4438  -2.2664
N  -6.8014  2.4089  -2.0055
H  -5.0019  0.1694  -3.6636
H  -4.1204  0.4605  -2.1443
H  -5.5161  -0.6448  -2.1660
C  -11.1432  -3.1089  3.8062
C  -10.2455  -2.3497  2.8427
N  -9.5009  -1.7199  2.0434
H  -11.3527  -4.1073  3.4123
H  -10.6502  -3.2056  4.7775
H  -12.0870  -2.5727  3.9376
C  3.2547  -4.9556  5.4249
C  2.5621  -6.1545  4.7979
N  1.9874  -7.1491  4.2777
H  4.1647  -5.2775  5.9389
H  3.5208  -4.2313  4.6500
H  2.5886  -4.4758  6.1472
C  -6.4344  0.2792  7.2322
C  -6.8714  0.1083  8.6780
N  -7.2339  -0.0334  9.8774
H  -6.3150  -0.7001  6.7607
H  -7.1861  0.8507  6.6806
H  -5.4809  0.8128  7.1915
C  6.3363  4.3459  0.5055
C  5.4100  5.5093  0.8199
N  4.6416  6.4745  1.0809
H  6.4410  4.2350  -0.5773
H  7.3226  4.5261  0.9420
H  5.9268  3.4207  0.9203
C  -4.6344  -2.1414  -6.4408
C  -5.0714  -2.3123  -4.9950
N  -5.4339  -2.4540  -3.7956
H  -4.5150  -3.1207  -6.9123
H  -5.3861  -1.5700  -6.9924
H  -3.6809  -1.6078  -6.4815


No. 2
The following is a DFT calculation (ωB97M-V/def2-TZVPD) of a structure of composition C49H75BaN10O3PSSeSi4Te.

Output
Energy above the lowest of the compared OMol25 structures with the same formula, charge and spin ... 119.6 kJ/mol
Strongest force on any atom ... 3.73 eV Å⁻¹
Orbital gap ... 5.7 eV
Calculated total energy ... -198050.7291 eV

Positions of all 146 atoms, in Å:
Ba  -1.4793  0.2042  -0.8186
O  -0.1392  -1.5129  6.0201
C  0.4853  -0.5704  5.4863
O  1.4400  0.1177  5.8835
C  -0.0659  -0.1738  4.1051
C  0.6459  0.6128  3.2278
C  0.1724  0.8139  1.9298
N  -1.0336  0.3629  1.5659
C  -1.7503  -0.3923  2.4362
C  -1.2835  -0.7041  3.6815
C  -3.0434  -0.9928  1.9532
C  -3.9819  -1.4954  2.8514
C  -5.0519  -2.2282  2.3690
C  -5.1890  -2.4198  1.0010
C  -4.2705  -1.8048  0.1729
N  -3.2314  -1.1030  0.6321
C  0.9940  1.5666  0.8722
C  1.9016  2.5642  1.3487
C  2.4099  3.4789  0.4778
C  1.9823  3.4874  -0.8693
C  0.9349  2.6621  -1.1838
N  0.3761  1.7901  -0.3325
H  1.5988  0.9976  3.5641
H  -1.7898  -1.3776  4.3590
H  -3.8618  -1.3240  3.9113
H  -5.7768  -2.6462  3.0568
H  -5.9937  -3.0116  0.5867
H  -4.3654  -1.8761  -0.9076
H  2.1924  2.5656  2.3892
H  3.1217  4.2183  0.8278
H  2.3890  4.1757  -1.5975
H  0.4772  2.7103  -2.1706
C  -0.7402  0.1094  -5.5360
N  0.4465  0.1991  -4.7057
C  1.4955  1.0999  -4.8713
C  2.3416  0.9118  -3.8401
N  1.8139  -0.1040  -3.0697
C  0.6400  -0.5271  -3.5753
S  -0.3925  -1.7489  -2.9913
H  -0.5662  0.6780  -6.4467
H  -1.6049  0.5091  -5.0041
H  -0.9419  -0.9311  -5.7777
H  1.5461  1.7700  -5.7117
H  3.2790  1.3826  -3.5991
H  2.1088  -0.3409  -2.1108
O  -2.5505  1.6398  -2.2020
P  -3.5063  2.7815  -1.9150
N  -5.0821  2.3802  -2.2195
C  -5.6362  2.4530  -3.5815
C  -5.3878  1.0631  -4.1840
C  -5.3762  0.1110  -2.9650
C  -5.4903  1.0411  -1.7388
N  -3.2081  4.0949  -2.8510
C  -2.6223  5.3470  -2.3440
C  -1.1650  5.3391  -2.8333
C  -1.1539  4.3693  -4.0383
C  -2.6082  3.8997  -4.1850
N  -3.5638  3.1366  -0.3088
C  -2.3472  3.3699  0.5218
C  -2.8890  4.0658  1.7664
C  -4.0855  4.8604  1.2404
C  -4.7195  3.9236  0.2135
H  -5.1982  3.2735  -4.1430
H  -6.7083  2.6426  -3.4934
H  -4.4202  1.0416  -4.6885
H  -6.1496  0.7969  -4.9158
H  -4.4460  -0.4569  -2.9370
H  -6.2010  -0.6006  -2.9929
H  -4.8792  0.7291  -0.8919
H  -6.5231  1.1020  -1.3913
H  -2.7247  5.4199  -1.2647
H  -3.1685  6.1842  -2.7842
H  -0.4961  4.9853  -2.0479
H  -0.8450  6.3422  -3.1126
H  -0.5092  3.5134  -3.8396
H  -0.7981  4.8458  -4.9513
H  -2.6941  2.8629  -4.5059
H  -3.1485  4.5256  -4.9005
H  -1.6229  4.0011  -0.0018
H  -1.8371  2.4410  0.7855
H  -2.1297  4.6843  2.2409
H  -3.2224  3.3205  2.4917
H  -3.7455  5.7803  0.7590
H  -4.7916  5.1316  2.0240
H  -5.2417  4.4435  -0.5855
H  -5.4305  3.2467  0.6908
C  6.9161  -3.4692  0.9847
Si  5.1030  -2.9989  0.9905
C  4.3180  -3.5399  2.5879
C  4.2944  -3.9090  -0.4248
Si  4.7512  -0.6918  0.7369
Te  2.3026  -0.7561  0.4089
Si  5.8229  0.0267  -1.1823
C  5.3522  -1.0948  -2.6074
C  5.3518  1.7820  -1.6275
C  7.6857  -0.0319  -1.0298
Si  5.5060  0.4151  2.6445
C  7.3034  -0.0748  2.8395
C  5.4892  2.2757  2.4419
C  4.6163  -0.0612  4.2015
H  7.0139  -4.5520  1.1170
H  7.4754  -2.9812  1.7856
H  7.3923  -3.2019  0.0367
H  4.3362  -4.6313  2.6716
H  3.2759  -3.2107  2.6333
H  4.8353  -3.1207  3.4549
H  4.4068  -4.9899  -0.2867
H  4.7406  -3.6371  -1.3847
H  3.2268  -3.6812  -0.4755
H  4.3118  -1.4258  -2.5530
H  5.9746  -1.9944  -2.5964
H  5.5063  -0.5898  -3.5673
H  4.2803  1.9561  -1.4902
H  5.6185  1.9990  -2.6682
H  5.8769  2.4983  -0.9885
H  8.0322  -1.0232  -0.7264
H  8.0545  0.6869  -0.2938
H  8.1425  0.2087  -1.9958
H  7.9070  0.1877  1.9675
H  7.4018  -1.1508  2.9992
H  7.7259  0.4334  3.7132
H  5.9267  2.5853  1.4886
H  6.0698  2.7291  3.2520
H  4.4749  2.6756  2.4890
H  4.9283  -1.0547  4.5332
H  3.5265  -0.0838  4.1317
H  4.8710  0.6508  4.9930
C  -2.4373  -5.7093  -0.2433
N  -2.4855  -5.3077  1.1479
C  -1.6856  -4.3603  1.7062
Se  -0.4019  -3.3042  0.9483
N  -2.0134  -4.3242  3.0268
C  -2.9986  -5.2512  3.3249
C  -3.6291  -5.5936  4.5075
C  -4.5842  -6.6010  4.4410
C  -4.8919  -7.2332  3.2339
C  -4.2530  -6.8833  2.0499
C  -3.3014  -5.8822  2.1223
H  -1.9464  -4.9171  -0.8039
H  -3.4519  -5.8580  -0.6118
H  -1.8676  -6.6314  -0.3595
H  -1.5122  -3.7304  3.6723
H  -3.3818  -5.1050  5.4414
H  -5.0934  -6.9058  5.3456
H  -5.6393  -8.0156  3.2203
H  -4.4880  -7.3764  1.1158